1.
A structure of composition C40H46BrCl3N2O5ReSSi. Source: the Open Molecules 2025 dataset; level of theory: ωB97M-V/def2-TZVPD.

Computed properties:
relative energy (zero: lowest compared OMol25 entry of this formula, charge and spin): 18.9 kcal/mol
E_tot: -183902.153 eV
HOMO level (spin up / spin down): -6.8370 / -6.0741 eV
lowest unoccupied orbital energy (spin up / spin down): 0.0116 / 0.0592 eV
<S²>: 0.86
orbital gap (spin up / spin down): 6.85 / 6.13 eV

Structure (ORCA input):
```
! RIJCOSX wB97M-V def2-TZVPD def2/J DEFGRID3
* xyz 0 2
Re 0.30203 0.65020 0.88875
C 3.30830 -2.29737 -0.45768
C 2.18218 -3.03635 0.25578
C 0.59211 -2.28467 2.19997
C 2.39895 -4.54572 0.20288
O 0.95056 -2.79008 -0.38803
Si 0.32535 -2.00855 -1.68104
S -0.63267 -0.24079 -1.07529
O 1.50502 -1.75104 -2.77185
C 1.53779 -1.84436 -4.20181
C 0.39516 -1.02209 -4.78296
C 2.88582 -1.26929 -4.61353
C 1.43725 -3.30673 -4.61948
O -0.74432 -3.01809 -2.39191
C -2.02802 -3.52607 -2.00931
C -2.12824 -4.91376 -2.63004
C -3.09064 -2.59372 -2.57986
C -2.14047 -3.61399 -0.49206
H 4.28218 -2.59485 -0.08417
H 3.19245 -1.21804 -0.35519
H 3.25646 -2.53625 -1.51405
H 0.39667 -2.38079 3.25952
H -0.22849 -2.49240 1.53100
H 1.82522 -0.66466 2.57245
H 3.34407 -4.84040 0.65499
H 2.41043 -4.83671 -0.84738
H 1.58610 -5.07277 0.69860
H 0.44027 -0.00375 -4.40184
H -0.56618 -1.45244 -4.50579
H 0.45997 -0.99492 -5.87130
H 2.96699 -0.23758 -4.28100
H 3.00430 -1.30292 -5.69582
H 3.69219 -1.84359 -4.15826
H 0.50516 -3.74285 -4.27081
H 2.26943 -3.87372 -4.20082
H 1.47974 -3.38965 -5.70621
H -1.98012 -4.85314 -3.70757
H -3.10806 -5.35018 -2.43805
H -1.36599 -5.57042 -2.21292
H -2.99315 -2.53653 -3.66372
H -2.97376 -1.59384 -2.16650
H -4.09076 -2.95636 -2.34098
H -1.34479 -4.23988 -0.09155
H -3.09877 -4.05317 -0.21324
H -2.07094 -2.62352 -0.04059
Br -1.97786 -0.82620 8.08306
C -0.68536 0.12308 7.07500
C 0.32998 0.79901 7.73330
C 1.27277 1.49576 6.99078
C 1.20312 1.51286 5.60821
C 0.18111 0.82623 4.96414
C -0.77343 0.12726 5.69542
C 0.11091 0.79815 3.48063
O 0.97961 1.41214 2.79628
O -0.77576 0.14023 2.87797
H 0.38049 0.77942 8.81274
H 2.06465 2.02623 7.50053
H 1.92993 2.04975 5.01506
H -1.56363 -0.39828 5.17796
Cl 4.64351 -2.87458 2.40506
C 2.92585 -2.89497 2.84707
Cl 2.50779 -4.53548 3.40111
Cl 2.76841 -1.81580 4.26824
C 1.96074 -2.50380 1.69969
N 1.41927 -1.13905 1.76403
C -3.58418 3.49406 3.36565
C -3.74333 2.28607 2.70050
C -2.83540 1.89806 1.72803
C -1.77631 2.73544 1.41439
C -1.60511 3.94307 2.07677
C -2.51254 4.31893 3.05540
H -4.28934 3.78794 4.13144
H -4.57200 1.63722 2.94477
H -2.93107 0.94791 1.21593
H -0.76126 4.57351 1.82895
H -2.37957 5.25738 3.57600
N -0.80230 2.31997 0.44678
C -0.60884 3.04529 -0.61999
C -1.53345 4.08747 -1.11738
C -1.04733 5.34334 -1.47282
C -1.90795 6.31817 -1.95270
C -3.25908 6.03863 -2.09815
C -3.74579 4.78240 -1.76628
C -2.88867 3.80986 -1.28031
C 0.65563 2.79701 -1.30947
C 0.79911 2.95567 -2.69031
C 2.01983 2.72707 -3.28870
C 3.12210 2.33753 -2.52509
C 2.99346 2.16984 -1.16182
C 1.76534 2.40778 -0.54920
H 0.00800 5.55789 -1.36117
H -1.52251 7.29448 -2.21415
H -3.93118 6.79729 -2.47666
H -4.79537 4.55659 -1.89246
H -3.26215 2.82604 -1.03747
H -0.05824 3.23825 -3.28694
H 2.12054 2.84302 -4.35961
H 4.07891 2.17407 -3.00195
H 3.84566 1.88153 -0.56182
H 1.69555 2.37702 0.54230
*
```

***

2.
A structure of composition C40H46Cl3CoN2O5 in a non-equilibrium geometry. Source: the Open Molecules 2025 dataset; level of theory: ωB97M-V/def2-TZVPD.

Computed properties:
relative energy (zero: lowest compared OMol25 entry of this formula, charge and spin): 0.0 kcal/mol
E_tot: -130643.539 eV
HOMO level (spin up / spin down): -4.5428 / -4.9465 eV
lowest unoccupied orbital energy (spin up / spin down): 2.2858 / 0.8639 eV
<S²>: 3.80
orbital gap (spin up / spin down): 6.83 / 5.81 eV

Structure (ORCA input):
```
! RIJCOSX wB97M-V def2-TZVPD def2/J DEFGRID3
* xyz -1 4
Co 1.01264 0.90292 -1.25864
C -0.14482 -3.58021 3.85489
C 0.36298 -4.29740 2.60250
C -0.66201 -5.37970 2.22801
C 1.70749 -4.96004 2.94314
C 0.55457 -3.33625 1.43127
C 0.32922 -1.98197 1.53791
C 0.55738 -1.15526 0.43307
N 0.39290 0.18789 0.34235
C -0.19642 1.10398 1.14908
C -0.98366 0.88367 2.27822
C -1.47503 1.96042 2.99267
C -1.11960 3.24567 2.56824
C -0.36500 3.52890 1.43287
C 0.04393 2.43183 0.65073
O 0.62887 2.51441 -0.51788
C -0.05458 5.00168 1.12739
C 0.66048 5.60926 2.34754
C 0.86167 5.21685 -0.08274
C -1.36725 5.75597 0.87060
C -2.41038 1.71940 4.17625
C -3.72249 1.12466 3.63858
C -1.77581 0.73193 5.16660
C -2.74051 3.00454 4.93934
C 1.07897 -1.68511 -0.79351
O 1.36840 -0.80416 -1.72592
C 1.25273 -3.08025 -0.92765
C 0.98995 -3.84649 0.19877
C 1.72950 -3.81346 -2.19131
C 0.70282 -4.90454 -2.53312
C 1.88532 -2.94505 -3.44643
C 3.09899 -4.44436 -1.89274
H -0.25554 -4.30109 4.66744
H -1.11905 -3.11908 3.67759
H 0.55222 -2.80680 4.18289
H -0.84171 -6.04171 3.07903
H -0.31482 -5.98850 1.39260
H -1.60874 -4.92006 1.93834
H 1.59184 -5.64353 3.78866
H 2.44823 -4.20220 3.20460
H 2.09610 -5.52724 2.09666
H 0.01261 -1.53748 2.46942
H -1.23692 -0.12939 2.55874
H -1.46502 4.08635 3.15320
H 1.58484 5.06319 2.54408
H 0.04397 5.57235 3.24655
H 0.91065 6.65484 2.15024
H 1.79765 4.67201 0.03104
H 1.08498 6.28409 -0.16953
H 0.38868 4.88409 -1.00372
H -2.02907 5.72166 1.73828
H -1.89178 5.31653 0.01988
H -1.15970 6.80488 0.64214
H -3.53354 0.19489 3.10078
H -4.19586 1.82284 2.94577
H -4.42083 0.91598 4.45417
H -1.62235 -0.24849 4.71345
H -2.42671 0.60075 6.03477
H -0.80879 1.10230 5.51222
H -3.27447 3.71713 4.30815
H -1.83572 3.48137 5.32236
H -3.38256 2.76857 5.79026
H 1.14469 -4.91571 0.12205
H -0.27147 -4.44602 -2.71364
H 0.59195 -5.63562 -1.73028
H 1.00511 -5.43827 -3.43756
H 0.95998 -2.42332 -3.68705
H 2.15034 -3.59551 -4.28572
H 2.67132 -2.20526 -3.32209
H 3.04634 -5.16728 -1.07603
H 3.80652 -3.66205 -1.61136
H 3.48386 -4.95351 -2.78041
Cl -4.88943 0.99817 -6.29104
C -3.73745 0.87684 -4.98841
C -3.11009 2.01415 -4.51181
C -2.19344 1.89560 -3.48511
Cl -1.42462 3.32444 -2.86518
C -1.84533 0.65652 -2.86892
O -1.01616 0.51929 -1.91229
C -2.53884 -0.46026 -3.41891
Cl -2.18438 -2.01553 -2.73787
C -3.45970 -0.36504 -4.44104
H -3.33350 2.98830 -4.92405
H -3.95694 -1.25085 -4.81069
O 5.07563 1.32303 -1.56874
C 3.85443 1.18466 -1.58221
O 3.05593 1.10857 -0.59882
C 3.18361 1.12220 -2.95994
C 3.91624 0.76299 -4.07782
C 3.27270 0.65898 -5.29876
C 1.92352 0.97903 -5.36618
C 1.26910 1.35614 -4.20952
N 1.87627 1.40451 -3.02235
H 4.96922 0.55533 -3.95348
H 3.81057 0.33398 -6.18046
H 1.38166 0.93267 -6.30051
H 0.22257 1.63088 -4.23392
*
```